*P*
Below is a 2-piece molecular cluster, C3H10O2S2 overall, with properties calculated with ωB97M-V/def2-TZVPD.

The calculation puts the highest occupied orbital energy at -8.6972 eV. The SMILES is OCCCSS.O. As for the spin multiplicity: 1.

Last column: Löwdin charge in e.
Geometry (Å):
S 0.74162 -1.23503 2.90896  0.258
S -0.83716 -0.19046 2.36119  0.405
O 1.05242 0.20961 -0.70349  -0.013
O 0.59630 3.55576 -0.28144  -0.065
C -1.34447 -0.30841 0.61169  -0.525
C -0.66268 -1.28490 -0.33259  -0.265
C 0.19123 -0.66772 -1.37781  -0.282
H 0.72362 -1.38490 -1.94669  0.104
H 0.02177 -1.96601 0.24297  0.095
H -1.28123 0.68959 0.15065  0.073
H -0.41742 -0.13056 -2.20109  0.149
H 1.97377 -0.83197 2.41214  -0.164
H -1.39061 -1.95059 -0.86647  0.128
H -2.38553 -0.52801 0.65080  0.051
H 0.65430 2.73828 0.23627  0.024
H 1.82800 -0.16081 -0.63561  0.003
H 0.53606 3.44613 -1.22948  0.026

***

*Q*
Below is a 2-piece molecular cluster, C3H10O2S2 overall, with properties calculated with ωB97M-V/def2-TZVPD.

The calculation puts the highest occupied orbital energy at -7.9359 eV. The SMILES is OCCCSS.O. As for the spin multiplicity: 1.

Last column: Löwdin charge in e.
Geometry (Å):
S 0.12015 -1.61007 1.11919  0.424
S -1.23050 -3.12452 0.52331  0.327
O 1.57518 1.10176 -0.20029  -0.101
O 0.60322 -0.95623 -2.08642  -0.073
C -1.05758 -0.20300 0.81716  -0.536
C 0.30257 1.74150 -0.04544  -0.251
C -0.39677 1.10268 1.17565  -0.249
H 0.32951 0.96077 1.97549  0.103
H -1.95251 -0.49739 1.35945  0.059
H -1.09769 1.84490 1.55329  0.112
H -0.37360 -4.03405 0.06832  -0.212
H 1.06883 -1.39760 -2.79478  0.035
H -0.35246 1.59764 -0.90378  0.115
H 2.00493 1.55150 -0.95698  0.107
H 0.43733 2.80279 0.13802  0.111
H -1.19120 -0.35646 -0.25476  0.042
H 1.21058 -0.52423 -1.48744  -0.013

***

It is *Q* that is the most stable of them.

***

*P*
Below is a 2-piece molecular cluster, C3H10O2S2 overall, with properties calculated with ωB97M-V/def2-TZVPD.

The calculation puts the highest occupied orbital energy at -9.0631 eV. The SMILES is OCCCSS.O. As for the spin multiplicity: 1.

Last column: Löwdin charge in e.
Geometry (Å):
S -0.13399 2.35041 -0.68663  0.449
S 1.66087 1.26812 -0.91620  0.344
O 0.22936 -1.37623 0.23927  -0.110
O 3.41498 -1.37593 1.19606  -0.045
C -1.16724 -1.23422 0.08685  -0.287
C -1.57874 0.01358 -0.55433  -0.338
C -1.41032 1.26593 0.14380  -0.503
H -1.36868 -1.81899 -0.73059  0.085
H -1.10170 0.04669 -1.52515  0.097
H -2.58799 -0.13785 -0.96433  0.134
H 0.65028 -1.00220 -0.59258  0.043
H -1.21000 1.28173 1.19784  0.076
H -2.29007 1.90467 0.14129  0.075
H 3.57948 -0.57134 0.69438  0.009
H 2.49578 2.11456 -0.26033  -0.177
H -1.71781 -1.47851 1.04371  0.158
H 2.53580 -1.25041 1.48692  -0.010

***

*Q*
Below is a 2-piece molecular cluster, C3H10O2S2 overall, with properties calculated with ωB97M-V/def2-TZVPD.

The calculation puts the highest occupied orbital energy at -9.1038 eV. The SMILES is OCCCSS.O. As for the spin multiplicity: 1.

Last column: Löwdin charge in e.
Geometry (Å):
S -0.15546 -0.07340 -1.55323  0.434
S 1.72106 0.80106 -1.28415  0.334
O 2.42477 -0.23156 2.05781  -0.063
O -1.27793 1.13990 1.39145  -0.067
C -1.94577 -0.10966 1.50786  -0.279
C -0.75137 -1.37817 -0.38772  -0.503
C -2.05995 -0.87759 0.20026  -0.286
H -0.33606 0.94048 1.39716  0.049
H -1.51263 -0.75271 2.28384  0.118
H -2.94634 0.09882 1.90807  0.120
H -2.64232 -0.26198 -0.48542  0.105
H -2.61322 -1.78857 0.43410  0.113
H -0.04407 -1.70889 0.37803  0.080
H 1.77233 0.04599 1.41417  -0.050
H -0.94772 -2.18658 -1.09576  0.059
H 1.30216 1.69065 -0.37314  -0.207
H 2.11060 -1.14499 2.16106  0.043

***

*R*
Below is a 2-piece molecular cluster, C3H10O2S2 overall, with properties calculated with ωB97M-V/def2-TZVPD.

The calculation puts the highest occupied orbital energy at -8.2523 eV. The SMILES is OCCCSS.O. As for the spin multiplicity: 1.

Last column: Löwdin charge in e.
Geometry (Å):
S 1.45530 -1.48962 -0.12245  0.392
S 3.27046 -1.28295 -1.08748  0.299
O -0.43457 1.59878 -0.60590  -0.125
O -3.32797 -0.36654 -1.62043  -0.133
C 0.21326 0.41928 1.52314  -0.247
C 1.56821 -0.05745 0.91855  -0.604
C -0.88597 0.70382 0.53412  -0.254
H -0.21739 -0.37285 2.17299  0.118
H 3.42453 -2.66906 -1.25409  -0.151
H 0.20159 1.26718 2.20910  0.110
H -1.30997 -0.19305 0.08224  0.080
H -2.82347 -0.76313 -2.40872  0.073
H 2.00860 0.72302 0.18448  0.075
H 2.32675 -0.40963 1.70797  0.088
H -0.42576 1.05057 -1.42697  0.078
H -3.24615 0.65738 -1.71635  0.085
H -1.79746 1.18423 0.90982  0.115

***

It is *Q* that is the most stable of them.

***

*P*
Below is a 2-piece molecular cluster, C10H18N3O overall, with properties calculated with ωB97M-V/def2-TZVPD.

The calculation puts the highest occupied orbital energy at -11.3228 eV. Its total charge is +1. As for the spin multiplicity: 1.

Last column: Löwdin charge in e.
Geometry (Å):
O -1.98528 1.46448 -1.83750  0.014
N -0.27155 1.34441 2.31895  0.007
N -0.48662 -1.02607 2.67789  0.222
N 1.62935 0.10506 2.81391  0.275
C 1.75940 -2.76238 -1.47388  -0.039
C -0.18410 0.42598 -2.46137  -0.054
C 0.75820 -1.63038 -1.40979  -0.264
C -0.35209 1.61942 0.97728  -0.280
C 0.32427 0.07903 2.59975  -0.302
C -0.43446 -1.86399 -0.81271  -0.097
C -1.31196 0.19701 -1.78573  -0.327
C -1.48931 -0.90965 -0.93169  -0.045
C 0.72918 2.55712 0.25958  -0.043
C 0.96028 -0.33575 -2.10864  0.020
H 1.60659 -3.16442 -2.51756  0.117
H 1.70118 -3.57139 -0.77088  0.080
H 1.78695 -0.22504 -2.76524  0.096
H -0.77702 1.95795 2.96318  0.171
H 2.65028 -2.33647 -1.70560  0.033
H -2.45630 -0.97212 -0.28975  0.144
H -0.59803 -2.68399 -0.14457  0.100
H -1.18685 2.37191 0.97609  0.136
H 0.46913 2.79680 -0.76754  0.068
H 2.18818 -0.61365 2.88631  0.062
H -0.30888 -1.89543 3.17622  0.136
H -1.40760 -0.97769 2.13909  0.161
H 2.31931 0.84765 2.53897  0.184
H 0.55045 3.59907 0.60503  0.078
H 1.73764 2.30750 0.52236  0.047
H -2.39644 1.57148 -0.98706  0.072
H 0.01883 1.21702 -3.27508  0.166
H -0.66999 0.83269 0.32406  0.059

***

*Q*
Below is a 2-piece molecular cluster, C10H18N3O overall, with properties calculated with ωB97M-V/def2-TZVPD.

The calculation puts the highest occupied orbital energy at -10.7723 eV. Its total charge is +1. As for the spin multiplicity: 1.

Last column: Löwdin charge in e.
Geometry (Å):
O 1.49584 3.98619 0.24825  0.060
N -1.47549 -1.49352 -3.53537  0.222
N 0.33400 -0.15735 -3.87907  0.210
N 0.27030 -1.19616 -1.86970  0.086
C 0.93710 3.02201 1.01158  -0.331
C 0.63147 1.80390 3.03295  -0.052
C -0.33752 -0.94810 -3.05874  -0.425
C -0.36217 -2.40560 -1.11681  -0.204
C -0.15713 2.31750 0.49645  -0.045
C 0.47241 -2.73839 0.10772  -0.063
C -0.15213 0.84048 2.40396  -0.301
C -0.71270 -0.36360 3.09720  -0.048
C 1.27333 2.83178 2.36046  -0.008
C -0.70480 1.26770 1.18357  -0.078
H -0.50895 -3.18700 -1.86148  0.110
H 0.23055 -0.73259 3.60630  0.103
H -1.64389 -1.54088 -4.52526  0.135
H -0.28467 -2.88094 0.89943  0.073
H 1.05113 -1.90273 0.57482  0.100
H 1.20140 0.20857 -3.50100  0.142
H 0.24047 -0.45392 -1.17372  0.133
H -0.92645 -1.17866 2.41487  0.051
H 0.20613 -0.00759 -4.87422  0.145
H 2.35412 4.18291 0.63652  0.112
H -2.03373 -2.10590 -2.96779  0.113
H -1.41632 -2.08449 -0.91702  0.118
H 0.79959 1.73503 4.10140  0.121
H -0.63052 2.74442 -0.39420  0.122
H -1.55261 0.69601 0.82614  0.108
H 1.91196 3.49228 2.96094  0.127
H 0.91745 -3.69269 -0.13329  0.080
H -1.42815 -0.05866 3.84510  0.086

***

It is *Q* that is the most stable of them.